177
Properties=species:S:1:pos:R:3 method="wB97M-V/def2-TZVPD" spin_multiplicity=1 orbital_gap_ev=9.61 homo_energy_ev=-9.153 energy_ha=-4874.61863 molar_mass_g_mol=1258.39 lumo_ev=0.46 smiles="CCOP(=O)(OCC)OCC.CCOP(=O)(OCC)OCC.CCOP(=O)(OCC)OCC.c1ccncc1.c1ccncc1.c1ccncc1.c1ccncc1.c1ccncc1.c1ccncc1.c1ccncc1.c1ccncc1.c1ccncc1"
C 3.552 3.979 -1.016
C 2.334 4.774 -1.368
O 1.738 4.362 -2.556
P 2.220 4.770 -3.988
O 3.651 4.912 -4.150
O 1.575 3.671 -4.910
C 2.054 2.354 -4.789
C 1.123 1.397 -5.533
O 1.402 6.060 -4.229
C 1.285 6.759 -5.406
C -0.069 6.546 -6.083
H 3.409 2.905 -0.920
H 4.406 4.106 -1.683
H 3.998 4.326 -0.085
H 1.619 4.717 -0.545
H 2.500 5.827 -1.574
H 3.059 2.321 -5.229
H 2.172 2.115 -3.716
H 1.109 1.497 -6.614
H 1.434 0.382 -5.285
H 0.119 1.503 -5.112
H 1.305 7.824 -5.265
H 2.067 6.532 -6.132
H -0.114 7.117 -7.010
H -0.131 5.502 -6.347
H -0.973 6.739 -5.507
C -8.455 -3.108 2.884
C -6.964 -2.973 3.255
O -6.476 -4.258 3.543
P -4.913 -4.535 3.382
O -4.585 -5.882 3.823
O -4.603 -4.173 1.892
C -3.284 -4.483 1.406
C -2.692 -3.238 0.764
O -4.142 -3.347 4.161
C -4.197 -3.398 5.603
C -2.870 -3.895 6.160
H -8.634 -3.711 1.999
H -9.006 -3.510 3.736
H -8.888 -2.115 2.712
H -6.509 -2.484 2.397
H -6.832 -2.341 4.138
H -2.671 -4.806 2.252
H -3.404 -5.306 0.717
H -3.207 -3.011 -0.170
H -2.703 -2.325 1.357
H -1.645 -3.409 0.473
H -4.394 -2.374 5.926
H -5.039 -4.034 5.907
H -2.067 -3.211 5.864
H -2.892 -3.890 7.262
H -2.684 -4.900 5.778
C -3.678 3.242 5.561
C -2.171 3.350 5.408
O -1.468 2.185 5.720
P -1.383 1.038 4.619
O -0.837 1.380 3.309
O -0.589 -0.131 5.400
C 0.717 0.055 5.864
C 0.800 -0.408 7.326
O -2.852 0.431 4.558
C -3.242 -0.330 3.467
C -4.759 -0.283 3.378
H -4.148 4.215 5.546
H -4.104 2.672 4.719
H -3.934 2.655 6.445
H -1.863 3.855 4.498
H -1.849 4.002 6.228
H 1.372 -0.529 5.211
H 0.941 1.121 5.826
H 1.817 -0.287 7.739
H 0.150 0.203 7.960
H 0.553 -1.464 7.405
H -2.817 0.056 2.533
H -2.853 -1.341 3.595
H -5.093 -0.945 2.584
H -5.128 -0.741 4.297
H -5.118 0.734 3.303
C 1.208 0.386 0.160
C -0.134 0.072 0.129
C -0.661 -0.535 -1.000
N 0.062 -0.742 -2.108
C 1.382 -0.407 -2.073
C 1.987 0.176 -0.963
H 1.652 0.796 1.064
H -0.676 0.249 1.059
H -1.729 -0.835 -1.012
H 1.928 -0.677 -2.978
H 3.060 0.386 -0.932
C -2.044 -1.179 -4.852
C -2.367 -2.183 -5.758
C -3.551 -2.866 -5.600
N -4.396 -2.623 -4.585
C -4.126 -1.640 -3.714
C -2.920 -0.931 -3.809
H -1.123 -0.607 -4.923
H -1.741 -2.466 -6.599
H -3.864 -3.657 -6.283
H -4.849 -1.420 -2.931
H -2.613 -0.147 -3.101
C 6.031 2.043 -2.697
C 7.123 1.682 -1.926
C 8.328 2.306 -2.208
N 8.567 3.200 -3.204
C 7.528 3.454 -3.997
C 6.266 2.860 -3.779
H 5.047 1.670 -2.417
H 7.101 0.989 -1.090
H 9.173 2.057 -1.550
H 7.636 4.150 -4.825
H 5.419 3.164 -4.373
C 2.306 -4.279 -6.873
C 2.143 -3.885 -5.542
C 1.370 -2.793 -5.181
N 0.807 -1.960 -6.083
C 0.962 -2.337 -7.367
C 1.689 -3.465 -7.792
H 2.879 -5.153 -7.148
H 2.569 -4.528 -4.777
H 1.260 -2.537 -4.122
H 0.463 -1.760 -8.152
H 1.772 -3.618 -8.868
C 3.743 0.891 3.238
C 4.222 1.946 2.435
C 4.821 1.683 1.201
N 4.897 0.415 0.718
C 4.444 -0.557 1.496
C 3.882 -0.410 2.778
H 3.185 1.182 4.119
H 4.090 2.983 2.734
H 5.216 2.477 0.565
H 4.454 -1.587 1.118
H 3.511 -1.322 3.243
C -7.087 0.875 -0.969
C -7.101 -0.365 -0.355
C -5.876 -0.974 -0.084
N -4.691 -0.383 -0.326
C -4.709 0.840 -0.852
C -5.871 1.498 -1.238
H -8.018 1.365 -1.242
H -8.055 -0.808 -0.080
H -5.782 -1.973 0.348
H -3.739 1.327 -1.019
H -5.782 2.494 -1.657
C 5.406 -3.434 -3.770
C 5.062 -2.398 -2.941
C 4.324 -2.604 -1.781
N 3.892 -3.815 -1.409
C 4.215 -4.839 -2.244
C 4.952 -4.700 -3.406
H 5.972 -3.285 -4.679
H 5.402 -1.397 -3.175
H 4.070 -1.731 -1.153
H 3.886 -5.854 -2.007
H 5.161 -5.592 -3.985
C 1.582 -3.355 1.456
C 0.690 -2.733 2.298
C 0.807 -2.950 3.664
N 1.719 -3.841 4.130
C 2.598 -4.428 3.279
C 2.510 -4.255 1.924
H 1.583 -3.173 0.394
H -0.025 -1.995 1.950
H 0.122 -2.411 4.336
H 3.363 -5.054 3.748
H 3.188 -4.780 1.264
C 0.947 4.878 4.444
C 0.273 5.939 3.838
C 0.003 5.926 2.484
N 0.310 4.874 1.692
C 0.910 3.830 2.285
C 1.228 3.766 3.655
H 1.219 4.948 5.495
H 0.039 6.822 4.425
H -0.470 6.819 2.083
H 1.156 2.974 1.668
H 1.668 2.825 3.979